CH3NO2 as an isolated structure at a distorted geometry, computed with wB97M-V/def2-TZVPD.

Last column: Löwdin charge in e.
Cartesian coordinates (Å):
C (0.310, -0.495, -0.426)  -0.267
N (-1.281, 0.537, -0.146)  0.033
O (-0.756, -0.809, 0.286)  -0.154
O (1.422, 0.033, 0.088)  0.119
H (0.259, -0.718, -1.445)  0.128
H (-1.125, 1.183, 0.696)  0.051
H (1.170, 0.270, 0.948)  0.089

LUMO level = 0.02261 Ha
E_tot = -244.9829 hartree
frontier orbital gap = 9.64 eV
E_HOMO = -9.0 eV